# 1
Computed, not measured: a 13-piece molecular cluster, C30H87N11O13 overall in a non-equilibrium geometry, with ωB97M-V with the def2-TZVPD basis set.

Atoms and positions in Å:
C1 -1.87 0.70 0.75
C2 -0.88 -0.26 1.27
C3 0.48 0.41 1.46
O1 1.07 0.83 0.27
C4 1.79 -0.12 -0.51
N1 -1.22 -0.81 2.59
H1 -1.54 0.92 -0.25
H2 -1.93 1.60 1.41
H3 -2.87 0.26 0.57
H4 -0.73 -1.01 0.44
H5 1.17 -0.25 2.03
H6 0.36 1.31 2.04
H7 1.66 0.02 -1.61
H8 1.37 -1.11 -0.34
H9 2.84 -0.08 -0.28
H10 -0.50 -1.47 2.92
H11 -2.17 -1.21 2.68
C5 -4.47 5.33 -2.86
C6 -3.12 4.96 -2.31
C7 -3.09 3.85 -1.26
O2 -2.36 4.43 -3.41
H12 -4.32 6.15 -3.54
H13 -5.21 5.54 -2.12
H14 -4.95 4.50 -3.33
H15 -2.56 5.81 -1.87
H16 -3.40 4.03 -0.25
H17 -2.05 3.47 -1.08
H18 -3.65 2.98 -1.65
H19 -2.40 5.09 -4.10
C8 5.49 -4.45 -1.43
C9 4.04 -4.86 -1.44
C10 3.34 -3.85 -0.54
O3 3.57 -4.73 -2.71
H20 5.65 -3.61 -2.10
H21 6.15 -5.29 -1.70
H22 5.75 -4.07 -0.47
H23 3.83 -5.92 -1.21
H24 3.67 -2.83 -0.81
H25 3.64 -4.07 0.51
H26 2.24 -3.90 -0.51
H27 3.76 -3.83 -3.11
C11 -0.73 -3.92 4.31
C12 0.78 -3.87 4.12
C13 1.15 -4.66 2.88
O4 1.12 -2.49 3.91
H28 -1.11 -4.84 4.73
H29 -1.18 -3.70 3.30
H30 -1.04 -3.15 5.06
H31 1.28 -4.23 5.01
H32 0.92 -5.73 3.07
H33 2.23 -4.71 2.82
H34 0.58 -4.28 2.00
H35 2.04 -2.48 3.59
C14 -5.70 0.97 -1.21
C15 -6.61 0.18 -0.26
C16 -5.99 0.06 1.13
O5 -7.91 0.85 -0.24
H36 -5.70 2.02 -0.90
H37 -6.15 1.02 -2.19
H38 -4.71 0.56 -1.23
H39 -6.78 -0.84 -0.59
H40 -5.14 -0.61 1.08
H41 -6.70 -0.39 1.86
H42 -5.52 0.98 1.50
H43 -8.37 0.79 0.60
C17 7.60 2.29 -0.58
C18 6.33 2.48 0.19
C19 5.06 1.82 -0.33
O6 6.51 2.00 1.55
H44 7.51 2.78 -1.53
H45 7.79 1.25 -0.75
H46 8.42 2.78 -0.03
H47 6.05 3.52 0.21
H48 5.09 0.76 -0.51
H49 4.76 2.32 -1.25
H50 4.24 1.96 0.33
H51 7.19 2.55 2.02
C20 -3.71 -2.57 -2.30
C21 -2.47 -1.76 -2.42
C22 -1.21 -2.61 -2.19
O7 -2.29 -1.15 -3.70
H52 -4.67 -2.01 -2.23
H53 -3.68 -3.18 -1.40
H54 -3.85 -3.28 -3.17
H55 -2.47 -0.95 -1.68
H56 -1.09 -3.29 -3.02
H57 -1.25 -3.15 -1.24
H58 -0.30 -1.99 -2.14
H59 -3.12 -0.98 -4.11
C23 0.66 5.68 -0.19
C24 0.64 4.25 -0.79
C25 2.06 3.74 -1.08
O8 -0.03 3.31 0.14
H60 1.13 5.77 0.80
H61 -0.38 6.08 -0.15
H62 1.19 6.27 -0.96
H63 0.03 4.29 -1.66
H64 2.73 3.80 -0.17
H65 2.51 4.51 -1.76
H66 2.16 2.76 -1.56
H67 0.32 2.41 -0.01
C26 4.45 -1.17 2.07
O9 3.39 -1.83 2.09
N2 4.63 -0.04 2.72
N3 5.49 -1.49 1.30
H68 5.34 0.65 2.43
H69 3.79 0.42 3.04
H70 5.32 -2.15 0.57
H71 6.30 -0.89 1.17
C27 -1.90 1.12 5.67
O10 -2.31 1.63 6.68
N4 -0.79 0.30 5.49
N5 -2.68 1.11 4.47
H72 -0.86 -0.19 4.58
H73 -0.52 -0.24 6.29
H74 -2.21 1.12 3.62
H75 -3.34 1.87 4.55
C28 -0.06 1.67 -3.99
O11 0.76 0.80 -4.33
N6 0.33 2.92 -3.70
N7 -1.36 1.43 -3.99
H76 -0.35 3.62 -3.48
H77 1.32 3.07 -3.79
H78 -1.95 2.00 -3.44
H79 -1.51 0.43 -3.87
C29 3.04 -1.88 -4.22
O12 3.96 -2.67 -4.03
N8 3.20 -0.73 -4.85
N9 1.84 -2.07 -3.72
H80 4.12 -0.52 -5.26
H81 2.41 -0.09 -4.93
H82 1.64 -3.03 -3.47
H83 1.09 -1.47 -3.98
C30 -4.67 -2.21 3.27
O13 -3.82 -2.27 2.41
N10 -4.56 -1.29 4.24
N11 -5.58 -3.18 3.39
H84 -3.93 -0.52 4.14
H85 -5.18 -1.36 4.99
H86 -5.43 -3.98 2.85
H87 -6.19 -3.31 4.16

Results
highest occupied orbital energy: -8.5 eV
E_tot: -2775.83135 a.u.
charge: 0



# 2
Computed, not measured: C3H6I2N as an isolated structure in a non-equilibrium geometry, with ωB97M-V with the def2-TZVPD basis set.

Atoms and positions in Å:
C1 2.23 1.04 1.21
C2 1.83 0.44 0.01
C3 -0.55 -2.50 1.22
N1 0.84 1.02 -0.70
I1 -2.27 -3.49 1.36
I2 0.63 -2.15 2.92
H1 3.07 0.90 1.90
H2 1.61 1.83 1.65
H3 2.09 -0.64 -0.28
H4 0.77 2.02 -0.62
H5 0.31 0.51 -1.39
H6 -0.22 -2.03 0.28

Results
energy above the lowest of the compared OMol25 structures with the same formula, charge and spin: 2.5579 eV
highest occupied orbital energy (alpha / beta): -11.4 / -10.8 eV
E_tot: -767.64025 a.u.
charge: +1



# 3
Computed, not measured: C28H49BrCrNO3P3 as an isolated structure in a non-equilibrium geometry, with ωB97M-V with the def2-TZVPD basis set.

Atoms and positions in Å:
N1 0.00 -4.74 3.71
C1 -0.85 -4.82 2.69
C2 -0.66 -4.12 1.49
C3 0.43 -3.23 1.41
C4 1.41 -3.29 2.41
C5 1.13 -4.04 3.57
C6 0.54 -2.30 0.27
Cr1 -0.10 -0.19 0.16
P1 0.27 1.35 -1.65
C7 1.71 -1.46 0.09
C8 2.44 -1.46 -1.18
C9 3.79 -1.04 -1.23
C10 4.40 -0.81 -2.46
C11 3.65 -1.00 -3.63
C12 2.41 -1.65 -3.60
C13 1.82 -1.88 -2.36
Br1 4.31 -0.34 -5.32
H1 -0.05 -2.63 -0.61
H2 2.30 -1.18 0.97
H3 -1.33 -4.27 0.65
H4 2.37 -2.80 2.30
H5 -1.73 -5.45 2.81
H6 1.84 -4.05 4.39
H7 4.34 -0.89 -0.31
H8 0.85 -2.37 -2.32
H9 5.43 -0.47 -2.52
H10 1.92 -1.93 -4.52
P2 0.28 0.93 2.22
C14 -0.38 0.62 -3.20
C15 0.16 1.16 -4.52
H11 -1.48 0.69 -3.15
H12 -0.17 -0.46 -3.13
H13 -0.41 0.69 -5.34
H14 0.03 2.24 -4.62
H15 1.22 0.90 -4.67
C16 2.00 1.80 -2.02
C17 2.24 3.09 -2.80
H16 2.43 0.94 -2.55
H17 2.53 1.83 -1.07
H18 3.31 3.19 -2.99
H19 1.75 3.08 -3.78
H20 1.91 3.97 -2.24
C18 -0.66 2.88 -1.34
C19 -1.10 3.69 -2.56
H21 -0.05 3.50 -0.66
H22 -1.55 2.59 -0.76
H23 -1.61 4.60 -2.21
H24 -0.25 4.01 -3.17
H25 -1.81 3.13 -3.19
C20 -1.10 1.91 2.94
C21 -1.61 3.05 2.06
H26 -0.75 2.31 3.90
H27 -1.90 1.20 3.15
H28 -2.35 3.63 2.61
H29 -0.82 3.73 1.73
H30 -2.12 2.66 1.16
C22 1.67 2.12 2.08
C23 3.01 1.49 1.72
H31 1.75 2.65 3.05
H32 1.37 2.86 1.32
H33 3.78 2.26 1.65
H34 3.35 0.76 2.47
H35 2.98 0.97 0.75
C24 0.75 -0.13 3.64
C25 -0.40 -0.91 4.26
H36 1.22 0.53 4.39
H37 1.53 -0.82 3.28
H38 -0.01 -1.60 5.02
H39 -1.13 -0.26 4.75
H40 -0.93 -1.53 3.52
C26 -4.27 1.11 1.47
O1 -3.35 0.57 0.50
P3 -2.42 -0.57 -0.07
O2 -2.99 -2.03 0.35
C27 -3.57 -2.45 1.60
O3 -2.88 -0.53 -1.67
C28 -3.62 -1.57 -2.34
H41 -4.32 2.18 1.25
H42 -3.94 0.96 2.50
H43 -5.28 0.70 1.33
H44 -3.07 -2.00 2.47
H45 -4.65 -2.27 1.63
H46 -3.44 -3.54 1.68
H47 -2.98 -2.44 -2.53
H48 -4.52 -1.85 -1.77
H49 -3.95 -1.14 -3.31

Results
energy above the lowest of the compared OMol25 structures with the same formula, charge and spin: 0.0000 eV
expectation value of S²: 6.082
highest occupied orbital energy (alpha / beta): -13.7 / -13.7 eV
E_tot: -6018.80764 a.u.
charge: +2
2S+1: 5